ORCA calculation (ωB97M-V/def2-TZVPD) on a cluster of 7 separate species, C15H46N9O7 in total.

Calculated values
E_HOMO (alpha / beta)   -9.2 / -9.1 eV
Gap between HOMO and LUMO (alpha / beta)   9.211 / 3.815 eV
Multiplicity   2
Molecular weight   464.59 g/mol
Charge   0

```
77
Properties=species:S:1:pos:R:3:forces:R:3
O 0.907133 0.731096 -1.281371 -0.88 -1.12 0.23
H -0.065857 0.797846 -1.339391 0.81 0.03 -0.12
C -0.109967 -3.774494 0.525229 -1.72 -1.88 -1.39
C 0.120493 -2.973194 -0.737131 1.39 0.10 2.74
C -1.061077 -2.197124 -1.281791 -1.60 -0.44 -1.47
O -1.958287 -3.138724 -1.923211 0.91 1.52 0.72
C -3.078967 -2.366794 -2.377071 -0.42 -1.70 -0.54
N 1.025403 -1.999014 -0.191021 -0.87 1.37 -2.64
H 0.768783 -4.327664 0.856749 0.05 0.37 0.02
H -0.813167 -4.513374 0.140959 -0.39 -0.44 0.93
H -0.569487 -3.156484 1.296599 0.06 -0.15 0.04
H 0.568733 -3.539524 -1.553501 0.12 0.08 -0.05
H -0.747037 -1.477524 -2.037861 0.57 -0.07 -0.33
H -1.615527 -1.553134 -0.599191 0.12 -0.41 0.88
H -3.567437 -3.033944 -3.087281 -0.17 0.09 -0.05
H -2.794167 -1.474444 -2.934471 0.11 0.04 0.34
H -3.779687 -2.203974 -1.558181 0.15 0.52 -0.01
H 0.663723 -1.485934 0.600209 -0.20 -0.12 1.72
H 1.113643 -1.257844 -0.871441 1.70 1.29 -0.93
C -5.171507 0.740866 2.628829 0.32 0.74 0.22
C -4.667617 0.054976 1.332129 -1.69 1.16 2.17
C -4.002517 1.006856 0.370599 0.60 1.56 0.41
O -3.577557 0.285206 -0.696751 0.74 -2.14 -3.75
C -2.744717 0.839826 -1.735771 -0.50 0.80 0.91
N -3.770387 -0.957404 1.773039 0.16 -1.17 -0.47
H -5.195707 0.065816 3.484299 -0.05 -0.45 -0.37
H -6.167877 1.178206 2.564919 0.09 0.12 -0.29
H -4.482347 1.517566 2.960339 0.08 0.33 -0.13
H -5.606147 -0.373784 0.980809 0.38 -0.34 -0.90
H -3.071947 1.376126 0.801619 -0.02 0.56 1.05
H -4.548797 1.882996 0.021249 -0.62 0.09 0.33
H -1.707537 0.537556 -1.590881 -0.15 -0.27 -0.06
H -2.729657 1.929276 -1.766941 -0.21 0.25 0.50
H -3.071997 0.584876 -2.743731 -0.20 -0.52 0.30
H -3.004717 -0.532284 2.276149 0.31 -0.07 -0.02
H -3.431297 -1.403144 0.932549 0.57 -0.32 0.14
C -0.731487 0.697126 3.641829 0.47 -0.90 0.33
C 0.390433 0.554406 2.577769 -2.40 1.21 0.41
C 1.503003 -0.411084 2.924959 1.15 -0.09 0.17
O 2.082463 -0.152374 4.208059 0.00 -0.07 -0.76
C 3.367703 -0.758894 4.397409 -0.14 0.55 0.29
N -0.231337 0.204786 1.254629 1.30 -0.66 0.46
H -0.336237 1.153166 4.549519 0.14 -0.11 -0.03
H -1.115917 -0.286354 3.912189 -0.03 -0.17 0.11
H -1.603247 1.292786 3.371049 0.25 0.19 -0.58
H 0.780263 1.570726 2.521059 0.55 -0.06 -0.24
H 2.283213 -0.304974 2.171219 0.35 0.38 -0.32
H 1.270133 -1.469874 2.811649 -0.80 -0.31 0.38
H 3.798773 -0.317064 5.295779 -0.40 -0.27 0.28
H 4.124863 -0.504504 3.655729 -0.35 0.06 -0.70
H 3.304383 -1.843784 4.481659 -0.09 -0.07 0.06
H -0.948867 0.832596 0.921289 -0.69 0.16 0.86
H 0.443253 0.405566 0.530259 0.68 -0.03 -0.35
C 1.798103 1.029416 -4.512551 0.25 0.78 -4.98
O 2.157693 1.378996 -5.625121 0.34 -0.56 -1.21
N 1.352583 -0.158084 -4.178101 -0.85 -3.58 1.41
N 1.697333 1.892266 -3.577471 0.03 4.09 4.80
H 1.244943 -0.266934 -3.179771 -0.43 -0.41 -0.13
H 0.992813 -0.868524 -4.799341 0.61 0.47 -0.09
H 1.355033 1.610316 -2.670031 -0.18 -0.08 0.17
H 1.780833 2.891096 -3.701871 0.39 -0.46 -0.60
C 4.875463 0.106746 -1.990101 3.44 0.25 -0.69
O 5.936853 -0.458344 -2.063701 1.71 -1.76 0.46
N 4.757933 1.332846 -2.415001 -0.66 3.62 -1.51
N 3.812733 -0.336054 -1.420351 -4.14 -2.54 2.17
H 3.837553 1.601806 -2.732281 0.30 0.75 -0.13
H 5.597413 1.787236 -2.745011 -0.46 -0.20 -0.33
H 3.879983 -1.176934 -0.864901 -0.19 0.15 -0.40
H 2.951983 0.185186 -1.507021 -0.01 -0.29 0.45
C 2.097263 3.260786 0.533789 -0.17 6.91 2.09
O 2.348313 4.193556 1.270449 0.84 1.34 1.25
N 1.352103 3.389366 -0.512811 -2.96 1.55 -3.71
N 2.459693 2.089206 0.650489 2.86 -8.56 1.40
H 1.129123 4.323376 -0.825901 -0.31 -0.52 0.03
H 1.058713 2.500966 -0.893301 -0.59 0.70 -1.09
H 1.982593 1.523006 -0.036451 0.94 -1.27 0.37
H 3.106633 1.717186 1.331049 -0.30 0.39 -0.17
```
Positions in Å, forces in eV/Å.